Record 1
The following is a DFT calculation (ωB97M-V/def2-TZVPD) of a single C6H13NO molecule.

- ΔE to the lowest compared entry with this formula, charge and spin: 57.94 kcal/mol
- SMILES string: CC(C)CCNC=O
- Frontier orbital gap: 10.437 eV

```
21
Properties=species:S:1:pos:R:3:forces:R:3
C -0.5406 2.9610 1.1720 -3.622 -0.332 -0.330
C -0.8285 1.4644 1.2208 0.465 -0.732 -1.199
C -2.3427 1.1033 1.1159 -0.360 2.059 0.119
C -0.0311 0.9857 -0.0470 0.037 -2.504 3.655
C 0.0798 -0.5584 0.0533 -1.649 -0.392 -0.284
N 1.0664 -1.1483 -0.8572 -0.965 -3.254 1.620
C 1.1994 -2.5699 -1.0380 1.989 2.377 -4.639
O 1.9556 -2.9856 -1.9559 -1.442 0.775 3.012
H -0.5219 3.3013 0.1570 -0.420 0.060 -0.891
H -1.1930 3.6552 1.6831 -1.152 -0.289 0.228
H 0.3013 3.3500 1.5178 4.561 0.509 1.763
H -0.4533 0.8448 2.0384 0.360 0.938 0.452
H -2.8445 2.0897 1.3316 -0.051 -1.075 -0.490
H -2.7675 0.4223 1.8471 0.510 -0.251 0.238
H -2.6613 0.7342 0.1368 0.164 0.240 -0.027
H -0.6099 1.3141 -0.8057 -1.727 0.620 -3.012
H 0.8810 1.5143 -0.1071 1.379 0.245 0.155
H 0.1640 -0.8322 1.2232 0.007 0.174 -2.783
H -0.9283 -0.9184 -0.4299 1.487 0.315 1.737
H 1.8363 -0.6127 -1.1565 0.941 0.507 -0.394
H 0.4703 -3.2553 -0.6504 -0.512 0.010 1.071
```
Forces are in eV/Å.

Record 2
The following is a DFT calculation (ωB97M-V/def2-TZVPD) of 2 unconnected molecules or ions with the total composition C30H45Si.

- ΔE to the lowest compared entry with this formula, charge and spin: 9.67 kcal/mol
- Frontier orbital gap: 5.603 eV
- Charge: +1

```
76
Properties=species:S:1:pos:R:3:forces:R:3
C -4.5328 4.3521 3.2754 -0.120 0.215 0.071
C -3.7023 3.3575 2.5244 0.325 -0.238 -0.106
C -3.0510 2.3340 3.2081 -0.185 0.082 -0.236
C -2.3210 1.3463 2.5497 -0.047 0.417 -0.204
C -1.7409 0.2904 3.4520 0.081 -0.262 0.452
C -2.1768 1.4043 1.1479 -0.019 0.000 0.247
C -1.3958 0.3273 0.3897 0.146 0.260 -0.294
C -2.1113 -1.0338 0.4282 0.006 -0.104 -0.029
C 0.0975 0.1990 0.8301 -0.830 -0.312 0.088
C 0.9648 1.3184 0.4656 0.439 0.761 0.955
C 2.2071 1.6821 1.0194 -0.129 -0.091 -0.111
C 2.6689 3.0498 0.8850 0.337 0.096 -0.261
C 1.7976 4.1108 0.2864 -0.053 0.393 -0.063
C 3.9147 3.4211 1.3624 -0.430 0.186 -0.294
C 4.7731 2.5153 1.9918 -0.237 0.026 -0.109
C 6.1351 2.9397 2.4385 0.106 -0.211 0.195
C 4.3066 1.2166 2.2056 -0.130 -0.396 -0.111
C 3.0691 0.7768 1.7513 0.087 0.069 0.502
C 2.6938 -0.6312 2.0914 0.313 -0.479 0.121
C -2.8261 2.4447 0.4472 0.263 -0.083 0.210
C -2.7639 2.5610 -1.0536 -0.122 0.155 -0.216
C -3.5608 3.4085 1.1371 -0.061 -0.146 0.251
H -4.9696 5.0768 2.5809 0.017 -0.053 0.246
H -5.3449 3.8501 3.8197 0.178 0.153 -0.163
H -3.9242 4.8877 4.0164 -0.172 -0.061 -0.176
H -3.1357 2.2805 4.2949 -0.045 0.002 -0.215
H -1.4218 -0.6213 2.9472 -0.042 0.188 0.186
H -0.8913 0.6914 4.0287 -0.155 -0.131 -0.184
H -2.5043 0.0022 4.1916 0.295 0.019 -0.228
H -1.3611 0.6163 -0.6684 -0.004 -0.001 0.150
H -3.1340 -0.9279 0.0437 0.237 0.019 0.121
H -1.5923 -1.7740 -0.1959 -0.078 0.196 0.144
H -2.1794 -1.4300 1.4465 -0.066 0.004 -0.307
H 0.1378 -0.0106 1.9055 0.358 0.035 -0.318
H 0.4866 -0.6832 0.3046 0.012 -0.128 0.113
H 0.5292 2.0090 -0.2640 0.180 -0.031 0.203
H 2.3374 5.0662 0.3036 -0.258 -0.249 -0.054
H 1.5371 3.8988 -0.7579 0.001 -0.003 0.179
H 0.8676 4.2351 0.8610 0.232 -0.057 -0.205
H 4.2440 4.4543 1.2372 -0.151 -0.266 0.040
H 6.6457 2.1056 2.9271 0.015 0.201 -0.074
H 6.7471 3.2789 1.5931 -0.205 -0.064 0.103
H 6.0731 3.7727 3.1489 -0.047 -0.107 -0.144
H 4.9514 0.5162 2.7433 -0.255 0.183 -0.223
H 3.5787 -1.1401 2.5008 -0.347 0.120 -0.130
H 1.9161 -0.6636 2.8716 0.148 0.032 -0.342
H 2.3598 -1.2136 1.2230 -0.052 0.177 0.258
H -3.3759 3.4189 -1.3619 0.205 -0.282 -0.056
H -1.7416 2.7378 -1.4210 -0.235 -0.105 0.030
H -3.1650 1.6655 -1.5487 0.156 0.219 0.051
H -4.0518 4.2065 0.5738 0.110 -0.250 0.175
C -1.5427 -5.5568 -1.7460 -0.028 -0.027 0.177
Si -0.6675 -4.7361 -3.1760 0.273 0.408 -0.241
C 0.8673 -5.6678 -3.6683 0.135 -0.197 0.029
C -1.8285 -4.6508 -4.6490 -0.039 0.100 0.002
C -0.2229 -2.9227 -2.6884 -0.530 -0.424 -0.594
C 0.4040 -2.0283 -3.8025 -0.267 -0.046 -0.063
C 1.4175 -1.0827 -3.0937 -0.301 0.041 -0.546
C 1.3978 -1.5301 -1.6657 -0.415 -1.607 0.345
C 0.5976 -2.6186 -1.4726 0.809 1.029 -0.140
H -2.4534 -5.0098 -1.4683 0.162 -0.107 -0.027
H -1.8354 -6.5817 -2.0127 0.070 0.219 0.076
H -0.8903 -5.6100 -0.8660 -0.141 -0.049 -0.065
H 1.3515 -5.1958 -4.5328 -0.049 -0.115 0.165
H 1.5848 -5.6963 -2.8393 -0.032 -0.041 -0.169
H 0.6165 -6.7030 -3.9410 0.120 0.229 0.045
H -1.3431 -4.1732 -5.5099 -0.106 -0.081 0.131
H -2.1378 -5.6596 -4.9567 0.078 0.215 0.077
H -2.7366 -4.0816 -4.4103 0.139 -0.099 -0.076
H -1.2659 -2.5858 -2.5268 0.219 0.200 0.268
H 0.8959 -2.6280 -4.5849 -0.091 0.203 0.305
H -0.3879 -1.4516 -4.2919 0.213 -0.120 -0.050
H 2.4127 -1.2041 -3.5453 -0.136 0.147 0.275
H 1.1414 -0.0238 -3.2148 0.075 -0.166 0.040
H 2.0432 -1.0434 -0.9324 0.009 -0.410 -0.130
H 0.5174 -3.2554 -0.5835 0.063 0.601 -0.068
```
Forces are in eV/Å.

Record 3
The following is a DFT calculation (ωB97M-V/def2-TZVPD) of a gas-phase ion, C2H2N2OP (charge +1).

- ΔE to the lowest compared entry with this formula, charge and spin: 129.99 kcal/mol
- Frontier orbital gap (alpha / beta): 7.378 / 7.238 eV
- Charge: +1

```
8
Properties=species:S:1:pos:R:3:forces:R:3
C 0.3648 -1.0111 0.0124 -0.271 -3.346 2.671
C -0.6458 -0.7515 0.8163 -0.511 3.098 -1.268
N 0.9471 -0.1326 -0.8024 0.623 2.225 -3.268
N 0.6322 1.0548 -0.5725 -0.110 -1.730 1.980
O 0.1236 2.0895 -1.2828 0.416 -0.419 -0.895
P -0.5622 1.8190 0.3359 -0.329 -0.485 0.788
H 0.6167 -2.1150 0.0609 0.580 1.357 -0.690
H -1.4764 -0.9532 1.4323 -0.398 -0.700 0.682
```
Forces are in eV/Å.

> Which value of ΔE to the lowest compared entry with this formula, charge and spin does entry 2 give?

9.67 kcal/mol